Density functional theory data (ωB97M-V/def2-TZVPD) for a cluster of 3 separate species, C23H42O10 in total in a non-equilibrium geometry.

Geometry as XYZ:
```
75
Properties=species:S:1:pos:R:3:forces:R:3:mulliken_charge:R:1
C 7.88196 -1.96072 -0.46472 -0.2 0.5 -0.5 -0.856
C 6.55850 -1.61756 -1.40539 0.3 -1.5 -0.4 0.007
O 6.60377 -0.25894 -1.97674 -0.9 -0.2 1.6 -0.387
C 5.95524 0.73384 -1.10568 -0.7 -0.6 1.3 -0.361
C 4.29049 0.65072 -1.24282 1.8 0.1 -0.8 -0.116
O 3.77031 0.82452 0.12215 -2.0 -0.2 -1.8 -0.331
C 2.30019 0.79104 0.17168 -1.2 -0.3 0.2 -0.530
C 1.68494 -0.66704 -0.31542 -2.3 -0.1 -1.7 0.617
C 0.42291 -0.73112 -1.10727 3.8 -1.5 1.8 -0.297
C -0.05720 -2.25961 -1.57816 -3.7 -0.6 -0.7 0.399
O -1.33305 -2.60510 -1.77173 8.0 2.2 0.9 -0.592
C 1.20853 -3.32149 -1.83898 3.1 0.4 1.9 -0.352
C 2.49822 -3.24234 -1.07064 -4.0 1.2 -1.3 -0.366
C 2.55833 -2.03182 0.08050 2.3 -1.1 3.1 0.694
O 3.27332 -2.17594 1.19991 -4.4 1.2 -6.9 -0.615
H 7.95770 -1.12562 0.37903 0.0 -2.0 -1.7 0.221
H 7.79218 -3.04072 -0.01655 0.0 2.2 -0.7 0.304
H 8.86753 -1.96521 -1.13374 -2.2 0.3 1.4 0.251
H 6.57353 -2.37074 -2.33130 0.0 1.8 1.9 0.263
H 5.53184 -1.85352 -0.84833 2.2 0.8 -0.9 -0.011
H 6.18237 0.44466 0.02100 -0.4 0.8 -2.2 0.189
H 6.36897 1.80630 -1.32442 -0.8 -2.2 0.2 0.307
H 4.07356 -0.39104 -1.73007 0.1 1.8 1.1 0.182
H 3.95256 1.47028 -2.01081 0.2 -1.4 1.7 0.199
H 1.77781 1.62811 -0.49772 1.3 -1.8 1.1 0.299
H 1.92652 1.02003 1.27966 1.2 -0.7 -2.3 0.160
H -0.14029 0.25472 -1.39336 0.9 -2.2 0.6 0.064
H 1.09174 -4.14663 -2.67805 0.0 1.9 2.0 0.330
H 3.42610 -3.95766 -1.25204 -2.3 1.6 0.6 0.315
C -1.68009 -3.77368 0.98201 0.4 -0.2 0.3 -0.678
O -1.18604 -3.13063 2.14395 -0.4 0.2 -0.1 -0.385
C -0.81688 -1.77257 1.90954 -0.1 -0.3 0.7 0.107
C -1.14285 -0.90221 3.12698 -0.1 0.0 -0.2 -0.386
O -2.54297 -0.64504 3.30160 0.2 -0.4 0.1 -0.507
C -3.34416 -1.75430 3.73167 0.0 0.2 0.2 -0.288
C -3.07388 -2.19441 5.17342 0.3 -0.3 -0.5 -0.560
O -1.84793 -2.92117 5.25469 0.1 0.4 0.2 -0.261
C -1.16131 -2.70709 6.47656 -0.1 -0.2 -0.3 -0.810
H -0.86354 -3.93634 0.26764 -0.3 -0.1 0.0 0.125
H -2.09128 -4.74256 1.27171 0.1 0.1 0.1 0.313
H -2.47635 -3.19038 0.51710 0.0 0.1 -0.2 0.380
H -1.33306 -1.36844 1.03054 0.0 0.0 0.0 0.288
H 0.26145 -1.75397 1.72633 0.1 0.2 0.0 0.039
H -0.68409 0.08012 2.96805 -0.2 0.0 -0.1 0.351
H -0.69906 -1.29993 4.04296 -0.1 -0.2 -0.2 0.111
H -3.26864 -2.58630 3.02894 0.2 -0.1 0.2 0.057
H -4.37993 -1.40148 3.67737 0.1 0.1 0.1 0.424
H -3.87248 -2.86501 5.50706 -0.2 0.1 0.0 0.414
H -3.05412 -1.31219 5.82361 0.0 0.0 0.0 0.349
H -1.01973 -1.63726 6.66071 -0.1 0.0 0.1 0.360
H -0.17411 -3.17033 6.39966 -0.2 0.0 -0.1 0.231
H -1.70902 -3.16577 7.30445 0.0 0.1 0.2 0.324
C -5.64262 3.39915 -0.89388 0.0 0.4 -0.2 -0.774
O -4.52360 4.03154 -1.49018 0.1 -0.4 0.2 -0.291
C -3.44190 4.21597 -0.57831 0.1 0.0 -0.6 -0.548
C -2.09612 4.03396 -1.28660 0.0 -0.1 0.2 -0.397
O -1.78596 2.67097 -1.60755 -0.3 0.2 -0.2 -0.292
C -2.55539 2.07519 -2.66128 0.3 0.0 -0.1 -0.228
C -2.25485 2.64657 -4.05003 -0.6 0.2 0.3 -0.670
O -2.85564 3.93225 -4.20435 0.5 0.1 0.1 -0.269
C -2.08520 4.80623 -5.01233 -0.3 -0.1 0.2 -0.790
H -6.12675 4.08330 -0.18599 0.0 -0.2 0.1 0.328
H -6.35583 3.14537 -1.68041 0.1 0.1 0.0 0.232
H -5.35114 2.47778 -0.38740 0.0 -0.1 0.1 0.338
H -3.50556 3.51050 0.25874 0.0 0.0 -0.1 0.321
H -3.51358 5.23545 -0.18814 0.2 0.1 0.2 0.401
H -1.30875 4.35687 -0.59632 -0.1 -0.2 0.0 0.386
H -2.00916 4.67475 -2.16749 -0.3 -0.1 0.0 0.108
H -3.62185 2.10254 -2.42964 0.1 0.2 -0.2 0.126
H -2.27053 1.01732 -2.66512 0.1 0.1 0.0 0.384
H -2.68470 1.99247 -4.81564 0.1 -0.2 0.0 0.408
H -1.16936 2.69786 -4.19328 0.0 0.0 0.0 0.337
H -1.05712 4.87298 -4.64208 0.1 0.0 -0.1 0.348
H -2.52964 5.80348 -4.95732 -0.1 -0.2 0.0 0.230
H -2.09323 4.46703 -6.05188 0.2 0.1 -0.1 0.327
```
Positions in Å, forces in eV/Å.

The calculation puts the max |F| at 8.315 eV Å⁻¹. Its LUMO energy is -1.807 eV. For the HOMO-LUMO gap, the calculation gives 7.1430 eV. The total energy is -1653.4947 Eh. The calculation puts the HOMO energy at -8.950 eV. As for the structure (SMILES): CCOCCOCC1=CC(=O)C=CC1=O.COCCOCCOC.COCCOCCOC.